# 1
16
Properties=species:S:1:pos:R:3:forces:R:3 method="wB97M-V/def2-TZVPD" relative_energy_kcal_mol=9.4 energy_ha=-159.51514 homo_ev="1.555 / -7.776" lumo_energy_ev="4.4 / 4.6" multiplicity=2 max_force_ev_per_a=1.538 total_charge=-1
C -1.175 -1.409 0.047 -1.342 0.391 -0.641
C 2.180 1.566 -0.339 -0.144 -0.866 -0.283
C 1.608 0.810 0.859 -0.629 0.192 0.833
C -2.504 -0.923 -0.599 0.420 -0.278 0.363
H -1.205 -2.490 -0.064 0.356 -0.201 0.365
H 1.693 1.324 1.812 0.609 0.421 0.156
H 2.003 -0.187 1.061 0.050 -0.032 -0.386
H -2.789 0.080 -0.275 0.155 0.064 -0.139
H 0.525 0.739 0.825 -0.138 -0.375 -0.499
H -0.307 -1.022 -0.477 0.136 0.179 0.239
H -2.438 -0.962 -1.685 -0.213 -0.006 -0.084
H -3.283 -1.602 -0.234 -0.171 0.115 -0.261
H 1.390 1.775 -1.062 -0.086 0.499 0.191
H -1.231 -1.077 1.085 0.600 -0.347 0.128
H 2.829 0.910 -0.930 0.351 0.203 0.272
H 2.705 2.467 -0.025 0.046 0.042 -0.256

# 2
21
Properties=species:S:1:pos:R:3:forces:R:3 method="wB97M-V/def2-TZVPD" relative_energy_kcal_mol=67.5 energy_ha=-1144.48802 homo_ev=-9.488 lumo_energy_ev=0.6 max_force_ev_per_a=4.709 total_charge=0 smiles="CCS(=O)(=O)C(C)(C)S"
S -0.027 -2.182 1.985 -0.015 -1.041 -0.854
S -0.997 -0.299 0.082 -2.527 -1.252 -1.948
O -2.004 0.475 0.805 1.519 -0.351 0.088
O -1.485 -1.546 -0.542 0.628 0.566 1.099
C -1.385 1.754 -1.744 0.096 0.768 -0.301
C 0.534 -0.724 1.076 -0.422 -0.688 -1.729
C 0.908 0.480 1.845 0.681 -1.252 4.327
C 1.575 -1.124 0.022 0.686 4.563 0.941
C -0.488 0.572 -1.436 0.874 0.957 1.156
H -0.005 0.961 2.067 -0.732 1.455 0.154
H 1.703 1.046 1.443 0.361 0.879 -0.955
H -2.099 1.801 -0.933 -0.220 0.509 0.219
H -0.808 2.765 -1.796 -1.179 -1.936 -0.265
H 2.208 -0.158 -0.253 -1.063 -2.229 0.455
H 2.144 -1.869 0.441 1.688 -1.652 0.647
H -0.435 -0.205 -2.182 -0.023 -0.059 -0.138
H 1.061 -1.432 -0.807 -0.847 -1.188 -2.323
H -0.225 -2.999 0.815 0.226 1.278 1.667
H -1.994 1.482 -2.622 0.444 0.757 0.052
H 0.499 0.938 -1.199 0.559 0.048 -0.244
H 1.319 0.264 2.933 -0.735 -0.131 -2.046

# 3
8
Properties=species:S:1:pos:R:3:forces:R:3 method="wB97M-V/def2-TZVPD" relative_energy_kcal_mol=49.4 energy_ha=-1234.97414 homo_ev="-8.698 / -9.291" lumo_energy_ev="-2.1 / -1.7" max_force_ev_per_a=3.490 total_charge=0
S -0.448 2.443 0.128 0.586 0.135 -0.841
S 2.187 -0.223 -1.670 1.770 -0.512 0.158
S 0.382 0.031 -1.303 -3.348 0.943 0.285
C -0.219 -0.936 0.134 1.473 -0.550 2.225
H -0.911 -0.425 0.872 0.612 -0.163 -1.517
H 0.754 -1.029 0.723 -1.276 -0.355 -0.568
H -1.118 2.091 1.208 -0.294 -0.393 0.508
H -0.626 -1.952 -0.091 0.477 0.895 -0.249

# 4
15
Properties=species:S:1:pos:R:3:forces:R:3 method="wB97M-V/def2-TZVPD" relative_energy_kcal_mol=40.1 energy_ha=-1079.10298 homo_ev=-7.849 lumo_energy_ev=0.8 max_force_ev_per_a=1.561 total_charge=0 smiles="SNC1=NNCCS1"
S 0.117 0.661 3.429 0.610 -0.982 -0.373
S -1.348 0.340 0.539 0.075 -0.047 0.070
N 0.785 1.121 1.940 1.181 0.266 -0.394
N 1.323 0.226 -0.109 -0.076 0.700 1.393
N 1.033 -0.202 -1.375 0.669 -0.339 -0.758
C -1.385 -0.297 -1.159 -0.706 -0.481 -0.069
C -0.120 -1.089 -1.483 0.236 0.966 0.318
C 0.405 0.531 0.723 0.017 -0.520 -0.294
H -2.283 -0.950 -1.246 0.625 0.356 0.249
H 1.918 -0.610 -1.714 -1.037 0.151 0.056
H 1.807 1.288 1.932 -0.988 -0.206 0.172
H -0.148 -1.403 -2.506 -0.129 -0.434 -0.550
H -0.529 1.768 3.654 -0.644 1.004 0.290
H -0.009 -1.933 -0.802 -0.217 -0.246 0.017
H -1.564 0.550 -1.824 0.383 -0.186 -0.127

# 5
17
Properties=species:S:1:pos:R:3:forces:R:3 method="wB97M-V/def2-TZVPD" relative_energy_kcal_mol=74.2 energy_ha=-376.48873 homo_ev=-10.572 lumo_energy_ev=-3.2 max_force_ev_per_a=3.669 total_charge=+1
N 2.090 0.103 1.008 0.271 1.065 1.348
N -0.995 1.539 1.367 -1.470 1.589 1.208
N -2.112 0.242 -1.433 -1.539 -0.322 0.674
N 0.646 -1.680 -1.507 -0.315 0.221 0.542
C 0.163 -0.743 -0.658 0.361 0.027 -0.567
C 0.607 -0.369 0.754 -0.095 -0.862 -0.074
C -0.442 0.634 0.567 -1.639 0.410 0.011
C -0.953 0.154 -0.698 3.206 -0.459 1.724
H -2.202 -0.655 -1.958 -0.764 1.191 0.597
H -0.857 1.816 2.356 1.051 -1.139 -1.014
H 2.511 0.724 0.277 0.120 -0.764 0.458
H -1.898 1.983 1.149 0.775 -0.522 -0.756
H 1.258 -2.436 -1.171 -0.503 0.795 -0.274
H -2.964 0.532 -0.832 1.728 -1.060 -1.627
H 2.677 -0.706 1.293 -0.405 0.291 -1.232
H 0.262 -1.763 -2.448 0.167 -0.098 0.550
H 2.210 0.623 1.936 -0.949 -0.362 -1.570

# 6
10
Properties=species:S:1:pos:R:3:forces:R:3 method="wB97M-V/def2-TZVPD" relative_energy_kcal_mol=32.9 energy_ha=-172.30621 homo_ev=-17.447 lumo_energy_ev=-5.2 max_force_ev_per_a=13.135 total_charge=+1 smiles=C#[N+]CC
N -1.362 0.156 0.077 -12.622 -3.636 -0.074
C -0.145 0.653 0.077 4.499 -0.157 -0.720
C 0.935 -0.395 -0.145 -0.486 -1.310 -1.530
C -2.526 -0.167 -0.006 7.185 1.637 0.733
H 0.172 1.103 0.965 -0.433 0.957 1.864
H -3.571 -0.541 -0.017 0.982 0.379 -0.061
H 0.785 -1.065 -1.028 -0.671 -0.034 1.192
H 1.809 0.032 -0.513 1.581 1.607 -0.199
H 1.217 -0.856 0.780 -0.234 -0.762 0.248
H -0.139 1.400 -0.652 0.197 1.319 -1.455

# 7
10
Properties=species:S:1:pos:R:3:forces:R:3 method="wB97M-V/def2-TZVPD" relative_energy_kcal_mol=20.7 energy_ha=-301.45417 homo_ev=-8.907 lumo_energy_ev=1.1 max_force_ev_per_a=0.299 total_charge=0 smiles=Oc1cc[nH]n1
O 2.238 0.038 -0.051 0.033 -0.171 -0.046
N 0.264 -1.204 -0.057 0.122 0.273 0.000
N -1.042 -0.864 -0.009 -0.211 0.015 0.005
C 0.010 1.055 0.065 -0.011 -0.022 -0.002
C 0.892 -0.045 -0.014 -0.185 -0.024 -0.009
C -1.235 0.470 0.064 0.045 -0.071 -0.003
H 2.571 -0.861 -0.182 0.022 0.102 0.051
H -2.226 0.901 0.105 0.151 -0.075 0.005
H -1.736 -1.592 -0.028 0.092 0.128 0.002
H 0.264 2.103 0.108 -0.057 -0.154 -0.003

# 8
10
Properties=species:S:1:pos:R:3:forces:R:3 method="wB97M-V/def2-TZVPD" relative_energy_kcal_mol=45.8 energy_ha=-921.41729 homo_ev=-8.785 lumo_energy_ev=-0.3 max_force_ev_per_a=6.056 total_charge=0 smiles="N=C=CI.N=C=S"
I 2.474 0.340 0.076 -0.876 0.582 -0.227
S 0.834 -3.878 -0.719 -1.249 0.225 0.094
N -0.883 -2.045 0.528 1.084 -3.728 -4.649
N -0.510 3.276 0.005 0.055 -1.528 0.584
C -0.016 2.151 -0.131 -1.711 4.389 -0.243
C -0.264 -2.958 -0.039 0.184 2.817 2.120
C 0.436 0.976 -0.145 0.973 -5.063 -0.162
H -0.892 -1.703 1.422 -0.006 0.647 2.468
H -0.958 3.799 -0.740 0.678 -0.162 -0.345
H -0.221 0.042 -0.257 0.868 1.822 0.359